P | The following is a DFT calculation (wB97M-V/def2-TZVPD) of a 2-piece molecular cluster, C4H7N2S overall.

The geometry in ORCA input format:
```
! RIJCOSX wB97M-V def2-TZVPD def2/J DEFGRID3
* xyz 1 1
C 0.62 -0.97 0.29
H -1.39 -0.79 0.89
S -0.86 3.88 -1.82
N -0.93 0.44 -0.84
H 1.17 -1.46 -0.55
C -0.86 -0.84 -0.03
N 1.05 0.51 0.23
H 1.37 3.46 -1.07
H 0.73 -1.40 1.21
H 2.02 0.67 0.47
C 0.14 1.10 -0.50
H -1.71 0.96 -1.34
H -1.33 -1.64 -0.58
C 0.32 3.21 -1.03
*
```

Summary:
LUMO energy (eV): -5.12
Frontier orbital gap (eV): 8.36
M (g mol⁻¹): 115.181

Mulliken atomic charge list, values in e, 8 entries: C -0.416; H 0.286; S -0.028; N -0.120; H 0.291; C -0.485; N -0.163; H 0.338

---

Q | The following is a DFT calculation (wB97M-V/def2-TZVPD) of an isolated ion of composition C4H7N2S and charge +1.

The geometry in ORCA input format:
```
! RIJCOSX wB97M-V def2-TZVPD def2/J DEFGRID3
* xyz 1 1
S -2.69 -0.65 0.15
H 2.22 -1.31 0.92
N 0.19 0.90 -0.43
H 0.99 -2.89 -0.34
C 0.69 -1.90 -0.43
C -1.00 1.72 -0.05
C 1.09 0.28 0.39
C -1.86 0.60 -0.06
H 0.01 0.31 -1.22
H -1.34 2.60 -0.72
H 1.32 0.97 1.24
H -0.29 -1.72 -0.72
H -0.68 2.11 0.96
N 1.36 -1.03 0.32
*
```

Summary:
LUMO energy (spin up / spin down) (eV): -5.23 / -4.43
Frontier orbital gap (spin up / spin down) (eV): 5.69 / 7.75
M (g mol⁻¹): 115.181

Mulliken atomic charge list, values in e, 8 entries: S -0.250; H 0.319; N -0.298; H 0.287; C -0.555; C -0.146; C -0.050; C 0.266

---

Which structure is most stable? P, by 0.0714 hartree over the runner-up.

---

P | The following is a DFT calculation (wB97M-V/def2-TZVPD) of a single C12H13N molecule.

The geometry in ORCA input format:
```
! RIJCOSX wB97M-V def2-TZVPD def2/J DEFGRID3
* xyz 0 1
C -1.77 0.81 -0.07
H 2.13 0.45 -1.20
C 0.21 -0.47 -0.44
H -0.47 -3.66 0.60
H 2.06 -3.77 -0.13
C 0.14 1.95 -0.31
C -1.82 -1.73 0.35
C -2.47 -0.51 0.43
H 3.24 -2.12 -0.62
H 1.71 2.66 1.33
H -1.16 2.68 -1.56
C 2.13 -1.75 -0.76
H -2.45 -2.55 0.42
H 0.08 2.05 1.92
C 0.14 -2.94 0.16
C 1.49 -0.52 -0.75
H 0.97 2.35 -1.05
H -3.33 -0.40 1.05
N -0.85 2.95 -0.53
C -0.56 0.75 -0.40
H 1.45 0.88 1.29
H -2.31 1.71 -0.04
C 0.81 1.81 1.16
H -0.45 3.90 -0.55
C 1.46 -2.84 -0.36
C -0.39 -1.72 0.07
*
```

Summary:
LUMO energy (eV): 0.69
SMILES string: C[C@H](N)c1cccc2ccccc12
Frontier orbital gap (eV): 8.73
M (g mol⁻¹): 171.243

Mulliken atomic charge list, values in e, 8 entries: C -0.390; H 0.038; C -0.124; H 0.511; H 0.238; C 0.151; C -1.056; C -0.759

---

Q | The following is a DFT calculation (wB97M-V/def2-TZVPD) of a single C12H13N molecule.

The geometry in ORCA input format:
```
! RIJCOSX wB97M-V def2-TZVPD def2/J DEFGRID3
* xyz 0 1
H -1.81 0.81 3.32
H 3.51 -0.14 0.73
H -1.48 -1.78 -1.95
N -0.93 0.44 -2.99
C 0.23 0.24 0.70
H -3.07 -0.87 -2.00
C -0.78 0.70 2.89
H 2.66 0.30 2.98
H 0.64 0.35 4.57
H -0.92 1.55 -3.30
H -1.77 1.05 -0.93
C 0.08 0.05 -0.73
C -1.19 0.21 -1.49
C 2.41 -0.52 -0.95
C 0.57 0.43 3.47
H 0.80 -0.97 -2.46
C 1.06 -0.49 -1.47
H -1.97 0.81 0.95
C -2.11 -0.93 -1.46
C 2.60 -0.12 0.28
H -1.73 0.03 -3.62
H 3.10 -1.22 -1.57
H -2.10 -1.17 -0.36
C 1.62 0.40 2.60
C -0.99 0.56 1.58
C 1.56 0.29 1.23
*
```

Summary:
LUMO energy (eV): 0.72
SMILES string: C[C@H](N)c1cccc2ccccc12
Frontier orbital gap (eV): 8.95
M (g mol⁻¹): 171.243

Mulliken atomic charge list, values in e, 8 entries: H 0.276; H 0.428; H 0.324; N -0.631; C 0.957; H 0.361; C -0.442; H 0.287

---

Which structure is most stable? Q, by 0.0829 hartree over the runner-up.

---

P | The following is a DFT calculation (wB97M-V/def2-TZVPD) of a single C8H14 molecule.

The geometry in ORCA input format:
```
! RIJCOSX wB97M-V def2-TZVPD def2/J DEFGRID3
* xyz 0 1
C 1.88 -0.78 0.57
H 1.79 1.35 0.48
H -1.18 -0.82 2.06
H 2.90 0.64 1.78
H -1.85 0.77 1.59
H -1.43 2.76 -1.67
H -2.61 1.48 -1.79
H -2.24 2.15 -0.19
H 1.20 0.71 2.02
H 0.53 -3.18 -0.12
C 0.63 -1.03 0.05
C -0.58 -0.10 0.25
C 0.38 -2.35 -0.75
H 0.19 1.44 -0.86
H -0.76 0.22 -1.93
H 2.65 -1.49 0.59
H 0.90 -2.47 -1.59
C -1.84 1.80 -1.18
C -1.23 -0.03 1.36
C 2.01 0.57 1.21
C -0.70 0.75 -1.00
H -0.66 -2.38 -0.89
*
```

Summary:
LUMO energy (eV): 1.02
SMILES string: C=C(CC)/C(C)=C\C
Frontier orbital gap (eV): 9.64
M (g mol⁻¹): 110.200

Mulliken atomic charge list, values in e, 8 entries: C -0.409; H 0.194; H 0.334; H 0.422; H 0.319; H 0.300; H 0.335; H 0.275

---

Q | The following is a DFT calculation (wB97M-V/def2-TZVPD) of a single C8H14 molecule.

The geometry in ORCA input format:
```
! RIJCOSX wB97M-V def2-TZVPD def2/J DEFGRID3
* xyz 0 1
H 4.13 -1.57 0.48
H -1.22 2.14 0.35
H 1.89 -1.29 -1.01
H -2.35 1.75 -1.61
C 1.61 -0.72 -0.13
C -0.43 0.26 0.82
C 0.18 -0.80 0.20
C 2.57 -0.17 0.63
C -1.54 1.10 0.30
H 2.23 0.65 1.27
H 4.70 0.12 0.49
C -3.19 -0.17 -1.14
H -0.34 -1.68 -0.17
H 0.08 0.65 1.70
C -2.04 0.83 -1.12
C 3.98 -0.58 0.92
H -2.40 1.19 0.98
H 4.07 -0.77 1.99
H -2.96 -1.08 -0.59
H -4.04 0.07 -0.48
H -1.28 0.34 -1.74
H -3.64 -0.28 -2.13
*
```

Summary:
LUMO energy (eV): 0.57
SMILES string: C/C=C/C=C/CCC
Frontier orbital gap (eV): 7.88
M (g mol⁻¹): 110.200

Mulliken atomic charge list, values in e, 8 entries: H 0.313; H 0.291; H 0.325; H 0.370; C -0.167; C -0.375; C -0.507; C -0.108

---

Which structure is most stable? P, by 0.0247 hartree over the runner-up.

---

P | The following is a DFT calculation (wB97M-V/def2-TZVPD) of a 2-piece molecular cluster, C6H9N3O2 overall.

The geometry in ORCA input format:
```
! RIJCOSX wB97M-V def2-TZVPD def2/J DEFGRID3
* xyz 0 1
O -3.04 -1.13 0.70
H -1.16 -2.22 1.46
H -0.22 2.55 1.48
C 1.71 -1.58 -0.33
C -0.53 -1.70 0.69
C 0.80 -2.17 0.55
O -2.74 0.78 -0.36
H 1.86 -0.15 -1.91
C -0.04 0.05 -0.86
H 1.15 2.61 2.23
H 2.61 -1.98 -0.50
N -0.43 1.18 -1.68
H 1.14 -2.80 1.24
H 0.25 1.66 -2.27
C -0.93 -0.59 0.01
H -1.32 1.63 -1.43
H 1.20 2.43 0.48
N -2.27 -0.25 0.14
N 0.75 2.16 1.41
C 1.23 -0.46 -1.05
*
```

Summary:
LUMO energy (eV): -0.69
SMILES string: Nc1ccccc1[N+](=O)[O-].N
Frontier orbital gap (eV): 7.86
M (g mol⁻¹): 155.157

Mulliken atomic charge list, values in e, 8 entries: O -0.591; H 0.355; H 0.207; C -0.748; C -0.425; C -0.652; O -0.676; H 0.243

---

Q | The following is a DFT calculation (wB97M-V/def2-TZVPD) of a single C6H9N3O2 molecule.

The geometry in ORCA input format:
```
! RIJCOSX wB97M-V def2-TZVPD def2/J DEFGRID3
* xyz 0 1
C 0.95 2.58 -1.47
H -2.41 -1.01 2.04
C -1.53 -1.65 1.89
N 0.70 0.36 -1.83
N -0.59 -0.96 1.04
C -0.88 0.27 0.62
H -0.27 2.62 0.36
O 0.81 -0.74 -2.44
C 0.18 2.10 -0.46
C 0.61 -1.70 0.71
H 1.06 -2.06 1.64
N -0.01 0.74 -0.56
H -1.84 -2.58 1.40
H 0.38 -2.55 0.07
H 1.33 -1.06 0.20
H -1.09 -1.88 2.86
O -1.75 1.00 1.00
H 1.26 3.59 -1.61
C 1.24 1.48 -2.27
H 1.82 1.44 -3.18
*
```

Summary:
LUMO energy (spin up / spin down) (eV): 0.75 / 0.75
SMILES string: CN(C)C(=O)n1ccc[n+]1[O-]
Frontier orbital gap (spin up / spin down) (eV): 8.70 / 8.70
M (g mol⁻¹): 155.157

Mulliken atomic charge list, values in e, 8 entries: C -0.858; H 0.327; C -1.001; N 0.569; N 0.075; C 0.689; H 0.392; O -0.743

---

Which structure is most stable? Q, by 0.0095 hartree over the runner-up.

---

P | The following is a DFT calculation (wB97M-V/def2-TZVPD) of a single C3H9NOS molecule.

The geometry in ORCA input format:
```
! RIJCOSX wB97M-V def2-TZVPD def2/J DEFGRID3
* xyz 0 1
H -2.07 -1.18 1.11
O -2.47 0.14 -0.45
H -0.07 -0.66 -0.97
H 1.42 1.25 -0.62
H 2.19 0.51 0.74
H -1.97 0.89 -0.77
C 0.39 -0.52 0.01
H 2.63 -0.21 -2.40
H -2.43 0.49 1.57
C 1.65 0.28 -0.18
H -0.38 1.16 0.85
N -0.50 0.15 0.99
H 0.62 -1.50 0.43
C -1.90 -0.14 0.84
S 2.88 -0.66 -1.14
*
```

Summary:
LUMO energy (eV): 0.66
SMILES string: OCNCCS
Frontier orbital gap (eV): 9.97
M (g mol⁻¹): 107.178

Mulliken atomic charge list, values in e, 8 entries: H 0.323; O -0.510; H 0.334; H 0.371; H 0.343; H 0.296; C -0.317; H 0.123

---

Q | The following is a DFT calculation (wB97M-V/def2-TZVPD) of a 3-piece molecular cluster, C3H9NOS overall.

The geometry in ORCA input format:
```
! RIJCOSX wB97M-V def2-TZVPD def2/J DEFGRID3
* xyz 0 1
C -0.63 -0.96 0.30
O 0.39 -1.95 -0.18
H 1.09 0.56 1.08
H -0.41 -3.06 -0.41
C 1.13 0.78 -0.06
C -0.28 0.47 -0.32
H -2.02 1.37 -0.51
N -1.20 1.36 0.35
S 2.60 -0.03 -0.86
H 1.93 -1.16 -0.54
H -0.59 0.48 -1.36
H -1.84 -1.39 0.49
H -0.55 -0.85 1.40
H 0.99 1.85 -0.25
H -0.64 2.52 0.87
*
```

Summary:
LUMO energy (eV): -0.31
Frontier orbital gap (eV): 8.46
M (g mol⁻¹): 107.178

Mulliken atomic charge list, values in e, 8 entries: C -0.521; O -0.662; H 0.338; H 0.369; C -0.795; C 0.132; H 0.287; N -0.643

---

R | The following is a DFT calculation (wB97M-V/def2-TZVPD) of a single C3H9NOS molecule.

The geometry in ORCA input format:
```
! RIJCOSX wB97M-V def2-TZVPD def2/J DEFGRID3
* xyz 0 1
H -2.67 0.46 1.03
S 0.17 0.32 0.00
H -2.96 1.00 -0.70
H 0.95 -1.75 -1.19
O 0.59 1.70 -0.30
H 0.73 -0.41 -2.26
H 0.23 0.90 2.19
H 0.96 -0.85 1.94
H 1.95 0.69 1.52
C 1.08 -0.67 -1.25
C 0.97 0.21 1.58
H -1.68 1.88 0.38
H 2.15 -0.31 -1.17
C -2.28 0.93 0.20
N -1.30 -0.09 -0.09
*
```

Summary:
LUMO energy (eV): 0.75
SMILES string: CN=S(C)(C)=O
Frontier orbital gap (eV): 9.58
M (g mol⁻¹): 107.178

Mulliken atomic charge list, values in e, 8 entries: H 0.287; S 0.996; H 0.220; H 0.342; O -0.662; H 0.315; H 0.249; H 0.328

---

Which structure is most stable? P, by 0.0890 hartree over the runner-up.

---

P | The following is a DFT calculation (wB97M-V/def2-TZVPD) of C7H15N2 as an isolated structure.

The geometry in ORCA input format:
```
! RIJCOSX wB97M-V def2-TZVPD def2/J DEFGRID3
* xyz 1 1
H 1.39 1.64 0.92
H -1.97 -2.39 -0.07
H 0.18 1.02 -2.37
H 0.77 2.10 -0.89
C -0.43 0.26 -0.60
H -1.07 1.99 -1.22
H -0.29 -2.15 0.61
H 1.10 0.18 1.78
H -2.77 1.25 -0.12
C 2.34 0.03 -0.02
H 3.29 -0.58 0.04
C -1.39 -0.47 0.02
H -1.41 -1.73 1.76
N 1.25 -0.72 -0.64
H -3.28 -0.22 -1.07
C -2.79 0.13 -0.08
C -0.08 1.40 -1.31
H 2.66 0.99 1.89
H 2.24 -2.38 -1.29
H 2.62 0.79 -0.68
H -3.40 -0.13 0.82
N 1.31 -1.78 -1.19
C 1.86 0.73 1.23
C -1.33 -1.87 0.64
*
```

Summary:
LUMO energy (eV): -4.15
Frontier orbital gap (eV): 9.56
M (g mol⁻¹): 127.211

Mulliken atomic charge list, values in e, 8 entries: H 0.300; H 0.371; H 0.281; H 0.314; C 0.437; H 0.262; H 0.270; H 0.296

---

Q | The following is a DFT calculation (wB97M-V/def2-TZVPD) of an isolated ion of composition C7H15N2 and charge +1.

The geometry in ORCA input format:
```
! RIJCOSX wB97M-V def2-TZVPD def2/J DEFGRID3
* xyz 1 1
H -2.94 -0.26 -0.12
H -0.42 0.13 -1.56
H -1.82 2.15 -1.20
H 3.27 -1.06 -0.61
H -0.01 0.79 2.31
H -0.54 2.25 -0.14
H -1.33 -0.51 1.96
H 2.06 -0.49 -1.86
C -0.89 0.20 -0.56
N 0.26 -0.05 0.41
C 2.34 -0.56 -0.74
H 0.34 -0.86 2.36
H -2.34 -1.22 -1.51
C 2.26 0.80 -0.23
H 3.03 1.53 -0.51
H 0.58 -1.71 -0.80
H -2.03 1.65 0.44
H 1.40 -1.85 0.78
C -1.34 1.60 -0.37
H -1.73 -1.60 0.28
N 1.16 1.14 0.32
C 1.11 -1.21 -0.07
C -0.31 -0.10 1.89
C -2.10 -0.77 -0.50
*
```

Summary:
LUMO energy (eV): -3.11
SMILES string: CC(C)[N@@+]1(C)CCC=N1
Frontier orbital gap (eV): 11.99
M (g mol⁻¹): 127.211

Mulliken atomic charge list, values in e, 8 entries: H 0.419; H 0.403; H 0.374; H 0.419; H 0.353; H 0.436; H 0.362; H 0.259

---

Which structure is most stable? Q, by 0.0866 hartree over the runner-up.